Molecular formula: C44H133N11O17
Method: DFT, the ωB97M-V functional and the def2-TZVPD basis

Last column: Löwdin charge in e.
Geometry (Å):
O1 -1.214 4.693 1.615  -0.08
H1 -1.861 4.705 2.327  0.05
H2 -0.845 3.779 1.678  0.01
O2 -1.210 3.936 -3.211  -0.06
H3 -1.721 4.210 -2.445  -0.03
H4 -1.787 3.919 -3.961  0.02
O3 3.627 1.244 2.079  -0.09
H5 4.527 0.901 1.953  0.00
H6 3.350 1.490 1.176  0.03
O4 -3.024 1.901 3.075  -0.07
H7 -3.623 1.413 2.494  0.01
H8 -3.018 1.413 3.922  0.04
O5 -2.562 4.846 -0.866  -0.09
H9 -3.483 4.917 -0.599  0.04
H10 -2.000 4.820 -0.028  0.04
O6 -4.081 0.248 0.774  -0.07
H11 -4.966 0.105 0.448  0.03
H12 -3.540 0.528 0.005  0.00
C1 -4.700 2.878 -2.966  -0.04
C2 -4.491 1.648 -2.143  -0.42
C3 -4.684 0.337 -2.851  -0.23
O7 -6.038 0.241 -3.157  -0.17
C4 -6.515 -0.741 -4.056  -0.09
N1 -3.142 1.653 -1.524  0.04
H13 -5.608 2.868 -3.560  0.08
H14 -3.845 2.968 -3.642  0.08
H15 -4.804 3.747 -2.319  0.08
H16 -5.174 1.589 -1.290  0.13
H17 -4.393 -0.472 -2.174  0.12
H18 -4.025 0.212 -3.717  0.12
H19 -6.018 -0.652 -5.045  0.10
H20 -7.582 -0.631 -4.239  0.08
H21 -6.410 -1.766 -3.673  0.08
H22 -2.420 1.342 -2.189  0.09
H23 -2.907 2.627 -1.280  0.06
C5 4.655 -1.214 0.016  -0.05
C6 5.920 -0.308 -0.209  -0.36
C7 5.640 0.693 -1.289  -0.19
O8 6.714 1.626 -1.399  -0.20
C8 6.723 2.565 -2.431  -0.11
N2 6.243 0.297 1.127  0.04
H24 3.747 -0.608 0.219  0.07
H25 4.835 -1.954 0.793  0.07
H26 4.429 -1.892 -0.816  0.07
H27 6.743 -0.943 -0.515  0.13
H28 4.675 1.206 -1.259  0.12
H29 5.594 0.145 -2.217  0.12
H30 5.853 3.238 -2.314  0.09
H31 6.620 2.066 -3.411  0.09
H32 7.643 3.160 -2.350  0.09
H33 6.816 1.103 0.954  0.07
H34 6.776 -0.281 1.769  0.09
C9 1.307 4.135 3.628  -0.08
C10 2.646 4.395 4.233  -0.43
C11 2.841 3.543 5.530  -0.17
O9 1.947 3.876 6.637  -0.20
C12 2.373 4.988 7.423  -0.12
N3 3.680 4.203 3.188  0.05
H35 0.496 4.317 4.347  0.09
H36 1.298 3.124 3.253  0.07
H37 1.098 4.784 2.796  0.06
H38 2.671 5.437 4.559  0.13
H39 3.899 3.655 5.793  0.11
H40 2.707 2.468 5.339  0.12
H41 2.334 5.931 6.859  0.08
H42 3.388 4.834 7.868  0.09
H43 1.684 5.041 8.280  0.08
H44 4.615 4.335 3.543  0.06
H45 3.644 3.239 2.815  0.04
C13 -2.177 -2.832 3.659  -0.05
C14 -3.369 -2.847 4.592  -0.39
C15 -4.064 -1.474 4.789  -0.23
O10 -3.224 -0.550 5.358  -0.20
C16 -3.165 -0.324 6.760  -0.07
N4 -4.326 -3.887 4.119  0.04
H46 -2.445 -2.337 2.733  0.05
H47 -1.933 -3.863 3.389  0.07
H48 -1.260 -2.411 4.062  0.07
H49 -3.100 -3.132 5.602  0.13
H50 -4.989 -1.648 5.337  0.12
H51 -4.473 -1.052 3.872  0.12
H52 -4.026 -0.771 7.239  0.09
H53 -3.157 0.764 6.883  0.09
H54 -2.264 -0.722 7.219  0.08
H55 -3.947 -4.826 4.142  0.07
H56 -4.753 -3.553 3.268  0.06
C17 2.835 0.745 -7.421  -0.07
C18 3.546 0.196 -6.200  -0.42
C19 2.914 0.696 -4.907  -0.22
O11 2.838 2.108 -4.901  -0.16
C20 2.299 2.625 -3.708  -0.11
N5 3.552 -1.296 -6.253  0.03
H57 3.361 0.449 -8.346  0.08
H58 2.835 1.828 -7.510  0.07
H59 1.842 0.310 -7.488  0.08
H60 4.615 0.476 -6.217  0.14
H61 3.461 0.337 -4.019  0.12
H62 1.915 0.270 -4.838  0.11
H63 2.225 3.704 -3.777  0.07
H64 2.831 2.389 -2.791  0.06
H65 1.297 2.312 -3.423  0.08
H66 2.849 -1.691 -6.879  0.06
H67 4.437 -1.610 -6.642  0.06
C21 -1.461 -6.299 -1.134  -0.08
C22 -1.201 -6.597 0.311  -0.38
C23 -0.419 -5.500 1.093  -0.16
O12 0.912 -5.382 0.495  -0.19
C24 1.701 -4.352 1.102  -0.11
N6 -2.587 -6.678 0.911  0.04
H68 -2.071 -5.394 -1.214  0.08
H69 -2.017 -7.099 -1.626  0.08
H70 -0.564 -6.273 -1.723  0.06
H71 -0.737 -7.567 0.431  0.13
H72 -0.229 -5.905 2.094  0.12
H73 -0.977 -4.578 1.187  0.11
H74 2.004 -4.451 2.156  0.08
H75 1.251 -3.351 0.930  0.06
H76 2.655 -4.360 0.578  0.08
H77 -3.161 -5.939 0.518  0.02
H78 -2.929 -7.591 0.704  0.06
C25 1.553 -2.546 -2.371  -0.06
C26 0.189 -3.215 -2.594  -0.40
C27 -0.904 -2.186 -2.876  -0.19
O13 -2.128 -2.862 -3.086  -0.21
C28 -2.822 -2.618 -4.270  -0.13
N7 0.369 -4.198 -3.712  0.05
H79 2.304 -3.337 -2.342  0.08
H80 1.654 -2.027 -1.408  0.05
H81 1.753 -1.830 -3.162  0.06
H82 -0.035 -3.775 -1.680  0.12
H83 -0.689 -1.610 -3.794  0.13
H84 -0.934 -1.485 -2.032  0.11
H85 -2.395 -3.044 -5.195  0.09
H86 -3.027 -1.561 -4.454  0.07
H87 -3.757 -3.186 -4.210  0.09
H88 -0.539 -4.598 -3.963  0.07
H89 0.693 -3.697 -4.528  0.06
C29 3.166 7.103 -1.494  -0.05
C30 1.830 7.277 -2.226  -0.41
C31 1.954 7.318 -3.754  -0.23
O14 2.865 8.296 -4.176  -0.17
C32 3.018 8.352 -5.575  -0.11
N8 0.871 6.215 -1.894  0.06
H90 3.003 7.037 -0.424  0.07
H91 3.908 7.878 -1.658  0.07
H92 3.590 6.141 -1.783  0.07
H93 1.360 8.209 -1.893  0.14
H94 0.958 7.464 -4.235  0.13
H95 2.265 6.318 -4.087  0.11
H96 3.202 7.400 -6.046  0.08
H97 3.899 8.877 -5.860  0.07
H98 2.174 8.830 -6.056  0.09
H99 -0.072 6.552 -2.000  0.07
H100 0.999 5.403 -2.474  0.03
C33 -0.568 -0.644 1.126  -0.03
C34 0.156 0.747 1.027  -0.37
C35 0.693 0.964 -0.350  -0.19
O15 1.708 1.921 -0.597  -0.20
C36 1.370 3.284 -0.520  -0.10
N9 -0.824 1.797 1.350  0.05
H101 -1.300 -0.730 0.325  0.06
H102 -1.017 -0.763 2.106  0.06
H103 0.113 -1.486 0.933  0.06
H104 0.940 0.811 1.765  0.11
H105 -0.166 1.212 -0.994  0.12
H106 1.123 0.038 -0.748  0.11
H107 2.122 3.828 -1.081  0.07
H108 1.300 3.645 0.496  0.08
H109 0.481 3.531 -1.103  0.07
H110 -1.683 1.782 0.807  0.06
H111 -1.144 1.623 2.303  0.06
C37 2.082 -1.360 3.371  -0.05
C38 3.020 -1.529 4.632  -0.36
C39 3.196 -2.989 5.034  -0.28
O16 1.987 -3.612 5.171  -0.17
C40 2.136 -4.970 5.592  -0.09
N10 4.366 -0.901 4.361  0.05
H112 2.048 -0.310 3.076  0.04
H113 1.049 -1.736 3.464  0.06
H114 2.525 -1.875 2.498  0.07
H115 2.557 -1.033 5.500  0.14
H116 3.739 -3.053 5.972  0.12
H117 3.918 -3.472 4.379  0.12
H118 1.210 -5.532 5.634  0.08
H119 2.436 -5.085 6.603  0.07
H120 2.871 -5.453 4.926  0.10
H121 4.269 0.101 4.400  0.05
H122 4.437 -1.165 3.388  0.04
C41 -7.309 -6.365 -0.754  -0.06
C42 -5.916 -5.907 -0.207  -0.44
C43 -5.555 -4.463 -0.449  -0.24
O17 -4.334 -4.186 0.170  -0.20
C44 -4.006 -2.816 0.033  -0.09
N11 -5.953 -6.337 1.195  0.05
H123 -7.494 -6.241 -1.832  0.07
H124 -8.082 -5.860 -0.168  0.07
H125 -7.354 -7.429 -0.508  0.07
H126 -5.137 -6.534 -0.695  0.14
H127 -6.406 -3.861 -0.062  0.13
H128 -5.521 -4.337 -1.552  0.13
H129 -3.405 -2.489 0.864  0.05
H130 -4.923 -2.206 0.098  0.08
H131 -3.484 -2.631 -0.908  0.08
H132 -6.676 -5.849 1.693  0.07
H133 -5.080 -6.162 1.661  0.04

Properties
Multiplicity: 1
HOMO, eV: -8.540